Here is a structure of composition C45H42N4O7P2PbS in a non-equilibrium geometry from OMol25. Energies are from the ωB97M-V functional and the def2-TZVPD basis.

```
! RIJCOSX wB97M-V def2-TZVPD def2/J DEFGRID3
* xyz -2 1
Pb 0.238 -0.629 1.314
O 5.250 -4.888 0.646
C 4.394 -4.001 0.698
C 4.234 -3.005 1.796
O 5.010 -2.839 2.742
C 3.004 -2.271 1.507
C 2.544 -2.624 0.192
O 1.572 -2.027 -0.382
C 3.328 -3.746 -0.314
O 3.153 -4.387 -1.357
O 2.418 -1.443 2.267
C 2.248 1.992 -2.461
C 1.084 2.967 -2.414
P 0.104 2.507 -0.862
C 1.314 3.109 0.404
C 1.065 2.753 1.730
C 1.993 2.982 2.730
C 3.200 3.589 2.429
C 3.434 4.015 1.133
C 2.499 3.793 0.137
C -1.024 3.974 -0.902
C -0.756 5.177 -0.257
C -1.649 6.233 -0.321
C -2.840 6.100 -1.014
C -3.127 4.902 -1.646
C -2.224 3.854 -1.598
P 1.676 0.357 -1.714
C 0.626 -0.132 -3.139
C 1.096 -0.130 -4.450
C 0.267 -0.477 -5.500
C -1.050 -0.834 -5.258
C -1.527 -0.837 -3.958
C -0.697 -0.487 -2.906
C 3.229 -0.560 -2.054
C 3.358 -1.647 -2.908
C 4.558 -2.330 -2.989
C 5.627 -1.963 -2.191
C 5.493 -0.908 -1.305
C 4.302 -0.212 -1.239
H 3.072 2.328 -1.827
H 2.642 1.863 -3.475
H 0.402 2.753 -3.246
H 1.392 4.014 -2.508
H 0.117 2.298 1.963
H 1.776 2.668 3.741
H 3.949 3.739 3.195
H 4.361 4.521 0.888
H 2.710 4.180 -0.850
H 0.163 5.291 0.300
H -1.416 7.167 0.176
H -3.541 6.926 -1.056
H -4.065 4.787 -2.178
H -2.456 2.920 -2.092
H 2.124 0.137 -4.656
H 0.650 -0.470 -6.514
H -1.695 -1.107 -6.085
H -2.555 -1.116 -3.766
H -1.065 -0.485 -1.894
H 2.509 -1.989 -3.482
H 4.641 -3.183 -3.648
H 6.548 -2.526 -2.231
H 6.308 -0.646 -0.646
H 4.180 0.589 -0.520
C -6.732 0.926 0.536
C -5.843 0.188 -0.471
C -6.122 0.684 -1.897
C -6.113 -1.320 -0.391
C -4.435 0.458 -0.197
C -3.269 0.768 -0.226
H -7.788 0.727 0.343
H -6.558 1.998 0.468
H -6.495 0.609 1.549
H -7.141 0.456 -2.210
H -5.426 0.212 -2.587
H -5.963 1.759 -1.947
H -7.145 -1.537 -0.667
H -5.937 -1.678 0.621
H -5.446 -1.846 -1.070
S -1.050 -1.791 3.378
C -0.698 -0.574 4.591
C -0.187 -0.961 5.830
C 0.097 -0.020 6.800
C -0.140 1.325 6.561
C -0.685 1.713 5.346
C -0.965 0.778 4.370
H 0.001 -2.010 6.007
H 0.511 -0.332 7.752
H 0.100 2.062 7.316
H -0.900 2.758 5.160
H -1.392 1.083 3.424
N -3.978 -4.287 0.114
C -3.079 -4.649 -0.836
N -3.381 -5.736 -1.618
N -1.977 -4.025 -1.075
C -1.570 -2.971 -0.459
N -1.156 -2.023 0.051
H -4.911 -4.660 0.112
H -3.822 -3.405 0.580
H -3.930 -6.467 -1.195
H -2.595 -6.061 -2.162
O -2.029 1.014 -0.338
O -1.353 1.484 0.837
*
```

Computed properties:
- HOMO level: -1.3 eV
- Largest force on an atom: 0.035 Eh/bohr
- Molecular weight: 1052.1 g/mol
- Energy above the lowest of the compared OMol25 structures with the same formula, charge and spin: 1.7577 eV
- Orbital gap: 4.61 eV